{
  "formula": "C36H39MnN4OS6Te",
  "method": "ωB97M-V/def2-TZVPD",
  "species": ["Mn", "C", "C", "C", "C", "C", "C", "C", "C", "C", "C", "N", "C", "C", "C", "C", "C", "N", "H", "H", "H", "H", "H", "H", "H", "H", "H", "H", "H", "H", "H", "H", "H", "H", "H", "C", "C", "C", "N", "C", "S", "N", "C", "O", "C", "C", "C", "C", "C", "C", "H", "H", "H", "H", "H", "H", "H", "H", "H", "H", "H", "H", "H", "H", "C", "S", "C", "C", "S", "S", "C", "S", "S", "H", "H", "H", "Te", "C", "C", "C", "C", "C", "C", "H", "H", "H", "H", "H"],
  "coordinates": [[0.985102, -1.411309, 1.207935], [3.442602, -1.306309, -2.501765], [2.546502, -0.255809, -1.846565], [3.309802, 0.604291, -0.879565], [3.867902, 1.815491, -1.255165], [4.582702, 2.571491, -0.344765], [4.746402, 2.123991, 0.955135], [4.211302, 0.911991, 1.370335], [4.431802, 0.395791, 2.768235], [3.147002, 0.190591, 3.572635], [3.485702, 0.160891, 0.436535], [2.926302, -1.088409, 0.782035], [3.703202, -2.140809, 0.870735], [3.058602, -3.345009, 1.181335], [3.444202, -4.671709, 1.402735], [2.281502, -5.365909, 1.705735], [1.228402, -4.451409, 1.657435], [1.676602, -3.226909, 1.337635], [2.862002, -1.877309, -3.219665], [3.849102, -1.984109, -1.754565], [4.266202, -0.827809, -3.026865], [1.725502, -0.768209, -1.287365], [2.093702, 0.359391, -2.624165], [3.734202, 2.166691, -2.265765], [5.020702, 3.508591, -0.648865], [5.327802, 2.711191, 1.649735], [5.066902, 1.101591, 3.306435], [4.966102, -0.556809, 2.720435], [2.561902, 1.106291, 3.598635], [3.397102, -0.087709, 4.593035], [2.514502, -0.613309, 3.154835], [4.773902, -2.080709, 0.699935], [4.442802, -5.056409, 1.349635], [2.194002, -6.409809, 1.929435], [0.185602, -4.653409, 1.833135], [-4.686398, 0.348891, -0.981165], [-5.214798, -1.078309, -0.902965], [-4.197898, -2.009009, -0.242565], [-3.012398, -2.080409, -1.068065], [-1.758598, -2.199909, -0.668565], [-1.333598, -2.212309, 0.968535], [-0.751698, -2.313909, -1.581665], [-0.731798, -2.324209, -2.988765], [0.307002, -2.074909, -3.539865], [-1.990898, -2.664909, -3.696265], [-2.678098, -3.846309, -3.400765], [-3.830198, -4.157809, -4.100265], [-4.298998, -3.307809, -5.091565], [-3.602898, -2.150809, -5.404665], [-2.440798, -1.834609, -4.721365], [-5.403398, 1.002891, -1.467065], [-3.752498, 0.392791, -1.538665], [-4.502598, 0.730991, 0.022535], [-5.439898, -1.445609, -1.908165], [-6.138398, -1.097609, -0.320865], [-4.619898, -3.013609, -0.118765], [-3.918198, -1.631009, 0.743735], [-3.194398, -2.109009, -2.067265], [0.191502, -2.312609, -1.161965], [-2.303598, -4.507609, -2.631265], [-4.369898, -5.064009, -3.874565], [-5.199398, -3.562809, -5.630465], [-3.961798, -1.495609, -6.183165], [-1.879698, -0.943709, -4.959265], [2.220102, 4.692391, 3.748135], [1.195502, 3.241591, 3.394535], [1.150902, 3.195191, 1.651035], [0.645702, 2.135391, 0.975835], [0.190202, 0.648391, 1.761635], [0.523502, 2.287991, -0.767565], [1.279202, 3.859891, -0.883365], [1.556402, 4.636491, -2.279665], [1.692102, 4.546091, 0.683835], [2.123402, 4.860591, 4.816435], [1.840502, 5.548891, 3.200535], [3.255502, 4.487291, 3.490135], [-2.256498, 0.666991, 2.048435], [-2.725698, 2.747591, 2.189735], [-3.553498, 3.146891, 3.228935], [-4.084398, 4.424991, 3.236935], [-3.786398, 5.311391, 2.215235], [-2.939098, 4.918991, 1.192035], [-2.421398, 3.636191, 1.169635], [-3.794198, 2.456491, 4.023735], [-4.742998, 4.730591, 4.036935], [-4.221598, 6.301291, 2.215235], [-2.700598, 5.602191, 0.391335], [-1.790098, 3.329991, 0.346835]],
  "forces_ev_per_angstrom": [[-0.13, -1.08, -0.28], [-0.28, 0.05, 0.00], [-0.07, -0.21, 0.18], [-0.14, -0.16, 0.37], [0.05, -0.02, 0.01], [-0.01, 0.00, -0.03], [0.00, -0.08, 0.01], [-0.13, -0.20, -0.05], [-0.21, -0.09, 0.04], [-0.01, -0.23, -0.09], [0.50, 0.60, -0.39], [0.27, -0.10, 0.27], [-0.64, 0.26, -0.02], [-0.34, -0.40, 0.17], [-0.03, 0.61, -0.11], [-0.27, 0.00, 0.02], [0.09, -0.29, -0.01], [0.45, -0.03, -0.06], [0.01, -0.15, -0.08], [0.11, -0.10, -0.02], [0.09, 0.03, 0.01], [0.33, 0.34, -0.48], [-0.11, 0.03, 0.06], [-0.02, 0.08, -0.19], [0.04, 0.15, -0.05], [0.07, 0.07, 0.14], [0.08, -0.07, -0.04], [0.13, 0.06, 0.07], [-0.01, -0.09, 0.03], [-0.04, -0.06, 0.13], [0.31, 0.30, 0.23], [0.01, 0.12, -0.04], [0.23, -0.11, 0.00], [-0.02, -0.22, 0.06], [-0.12, 0.08, -0.01], [-0.21, -0.10, 0.06], [0.29, 0.13, 0.09], [-0.57, 0.05, 0.40], [0.54, -0.05, -0.20], [-0.32, 0.16, -0.23], [0.02, -0.31, 0.65], [0.86, -0.08, 0.41], [0.03, 0.16, -0.09], [-0.03, -0.01, -0.07], [-0.12, -0.26, -0.47], [0.13, 0.18, -0.10], [-0.02, -0.07, 0.05], [0.04, 0.02, -0.02], [-0.03, 0.02, -0.01], [0.11, -0.04, 0.24], [-0.07, 0.09, -0.08], [0.10, 0.09, -0.01], [0.03, 0.10, -0.06], [-0.13, -0.09, 0.01], [0.03, -0.13, -0.09], [0.12, 0.09, 0.02], [-0.01, -0.09, -0.11], [0.10, -0.02, 0.22], [-0.74, -0.10, -0.51], [-0.01, -0.06, 0.07], [-0.01, -0.13, 0.02], [-0.07, 0.02, -0.03], [-0.02, 0.05, -0.08], [0.05, 0.09, -0.06], [-0.08, -0.28, -0.34], [-0.19, 0.19, 0.05], [0.01, -0.01, 0.12], [0.22, 0.10, -0.22], [-0.10, 0.88, 0.28], [0.09, 0.39, 0.21], [-0.22, -0.11, 0.13], [0.04, -0.02, -0.01], [-0.27, -0.44, -0.17], [0.00, 0.03, 0.03], [0.03, 0.18, 0.11], [0.05, 0.09, 0.02], [-0.30, 0.65, -0.17], [0.31, -0.47, 0.04], [0.05, -0.20, 0.18], [-0.16, 0.14, 0.01], [-0.01, 0.03, 0.08], [0.00, 0.07, -0.06], [0.19, -0.06, -0.22], [-0.01, -0.02, 0.13], [-0.03, -0.02, 0.07], [0.03, 0.03, 0.01], [0.03, 0.08, -0.08], [-0.04, -0.01, -0.07]],
  "homo_lumo_gap_ev": [7.055, 7.063],
  "multiplicity": 4,
  "charge": 1,
  "homo_ha": [-0.378, -0.378],
  "e_lumo_ev": [-3.2228, -3.2209]
}